DFT (ωB97M-V with the def2-TZVPD basis set) results for a structure of composition C30H46BrMgN3P2 at a distorted geometry.

```
83
C30H46BrMgN3P2, DFT ωB97M-V with the def2-TZVPD basis set
C -4.193 0.613 -5.617
C -4.024 0.979 -4.266
C -4.794 2.065 -3.806
C -5.730 2.689 -4.662
N -5.905 2.290 -5.923
C -5.156 1.300 -6.417
C -2.933 0.455 -3.313
C -1.965 0.826 -2.661
C -0.882 1.660 -2.259
C 0.159 1.056 -1.525
C 1.309 1.793 -1.155
C 1.511 3.122 -1.618
C 0.402 3.733 -2.198
C -0.787 3.043 -2.554
Mg -0.243 -1.502 -0.874
P 0.152 -2.444 1.499
H -4.635 2.435 -2.792
H -3.570 -0.167 -6.070
H -6.343 3.521 -4.286
H -5.301 1.010 -7.466
H -1.658 3.619 -2.916
H 0.106 -0.074 -1.744
H 0.370 4.785 -2.337
H 2.139 1.311 -0.597
C 1.344 -2.719 2.918
C 0.657 -2.852 4.292
H 2.007 -1.834 2.913
H 1.983 -3.602 2.708
H 1.383 -3.150 5.069
H 0.216 -1.891 4.601
H -0.150 -3.603 4.277
C -1.230 -1.437 2.139
C -2.615 -1.836 1.625
H -1.002 -0.446 1.720
H -1.221 -1.259 3.220
H -3.335 -1.046 1.888
H -2.675 -1.927 0.522
H -2.949 -2.789 2.061
C -0.486 -4.121 1.094
C -0.886 -4.977 2.293
H 0.303 -4.648 0.529
H -1.342 -4.036 0.406
H -1.320 -5.931 1.966
H -0.030 -5.217 2.928
H -1.637 -4.496 2.924
Br 3.112 3.914 -1.381
P 0.616 2.839 2.839
C 0.024 1.231 3.436
C -0.143 1.373 4.960
H 0.740 0.446 3.135
H -0.948 1.048 2.950
H -0.821 0.615 5.364
H 0.819 1.262 5.474
H -0.559 2.361 5.218
C 2.379 2.764 2.366
C 3.033 4.144 2.552
H 2.521 2.420 1.331
H 2.883 2.062 3.046
H 4.121 4.118 2.433
H 2.687 4.924 1.866
H 2.839 4.540 3.549
C -0.352 3.409 1.412
C -1.378 4.489 1.782
H -0.830 2.518 0.977
H 0.381 3.813 0.701
H -1.825 4.905 0.884
H -2.205 4.124 2.396
H -0.966 5.342 2.326
C 4.001 -5.233 -2.213
C 3.359 -3.887 -2.201
C 3.734 -2.730 -2.870
C 2.873 -1.705 -2.438
N 1.967 -2.206 -1.550
N 2.263 -3.555 -1.484
C 2.959 -0.305 -2.911
H 3.868 -5.677 -3.212
H 5.086 -5.156 -2.023
H 3.568 -5.886 -1.445
H 4.464 -2.656 -3.665
H 1.751 -4.153 -0.902
H 3.777 0.295 -2.489
H 3.130 -0.336 -3.991
H 2.027 0.226 -2.753
```

Properties
Calculated total energy ... -4791.10697 Eh
HOMO energy ... -11.69 eV
Energy above the lowest of the compared OMol25 structures with the same formula, charge and spin ... 481.0 kJ/mol
Frontier orbital gap ... 3.9 eV
Net charge ... +2

DFT (ωB97M-V with the def2-TZVPD basis set) results for a structure of composition C30H46BrN3OsP2Se at a distorted geometry.

```
84
C30H46BrN3OsP2Se, DFT ωB97M-V with the def2-TZVPD basis set
C 3.092 0.411 -3.146
C 2.203 1.199 -2.388
C 1.681 2.351 -2.997
C 2.041 2.670 -4.313
N 2.856 1.900 -5.044
C 3.415 0.834 -4.450
C 1.847 0.995 -0.982
C 1.553 1.752 0.085
C 2.131 2.499 1.135
C 1.565 2.409 2.435
C 2.394 2.197 3.523
C 3.731 2.002 3.189
C 4.336 2.564 2.053
C 3.499 2.778 0.961
Os 0.807 -0.037 0.326
P -0.426 -0.895 -1.404
H 1.041 3.032 -2.448
H 3.571 -0.474 -2.732
H 1.643 3.573 -4.799
H 4.148 0.281 -5.060
H 3.842 2.983 -0.048
H 0.496 2.388 2.646
H 5.405 2.757 2.046
H 1.956 2.049 4.514
C -1.884 -2.026 -1.058
C -2.937 -2.071 -2.190
H -2.332 -1.637 -0.125
H -1.511 -3.041 -0.813
H -3.784 -2.704 -1.880
H -3.343 -1.065 -2.398
H -2.543 -2.519 -3.120
C -1.148 0.455 -2.538
C -1.006 0.232 -4.057
H -0.604 1.369 -2.242
H -2.204 0.645 -2.288
H -1.423 1.108 -4.585
H 0.058 0.153 -4.338
H -1.576 -0.644 -4.424
C 0.674 -1.826 -2.612
C -0.031 -2.869 -3.491
H 1.456 -2.311 -2.010
H 1.229 -1.098 -3.221
H 0.713 -3.493 -4.013
H -0.642 -3.539 -2.871
H -0.643 -2.415 -4.287
Br 4.762 0.824 4.363
P -1.571 1.212 0.981
C -3.138 1.262 -0.052
C -4.449 1.697 0.616
H -3.246 0.251 -0.473
H -2.926 1.946 -0.889
H -5.289 1.617 -0.092
H -4.706 1.075 1.479
H -4.425 2.745 0.938
C -2.235 0.740 2.658
C -2.473 1.875 3.655
H -1.485 0.031 3.044
H -3.162 0.159 2.526
H -2.704 1.487 4.659
H -1.597 2.525 3.766
H -3.329 2.498 3.365
C -1.195 3.062 0.932
C -2.271 4.134 1.070
H -0.633 3.177 -0.008
H -0.486 3.329 1.721
H -1.775 5.113 1.165
H -2.948 4.182 0.213
H -2.840 3.999 1.997
C 0.317 -3.468 4.679
N 0.844 -3.866 3.385
C 1.019 -5.196 3.037
C 1.482 -5.222 1.763
N 1.589 -3.901 1.342
C 1.981 -3.520 0.003
C 1.191 -3.056 2.342
Se 1.153 -1.153 2.412
H 0.050 -2.406 4.696
H 1.039 -3.681 5.478
H -0.568 -4.082 4.888
H 0.747 -5.978 3.725
H 1.708 -6.050 1.113
H 2.861 -4.092 -0.320
H 1.164 -3.753 -0.694
H 2.197 -2.439 -0.024
```

Properties
Calculated total energy ... -7082.11284 Eh
2S+1 ... 5
HOMO energy (spin up / spin down) ... -18.34 / -18.95 eV
Energy above the lowest of the compared OMol25 structures with the same formula, charge and spin ... 0.0 kJ/mol
Frontier orbital gap (spin up / spin down) ... 5.3 / 3.7 eV
Net charge ... +4